[1]
18
Properties=species:S:1:pos:R:3:lowdin_charge:R:1 method="wB97M-V/def2-TZVPD" relative_energy_ev=4.0650 multiplicity=1 homo_energy_ha=-0.323 homo_lumo_gap_ev=9.01 total_energy_ev=-16201.6702
C 3.20 -0.74 -0.02 -0.21
C 3.30 0.60 0.28 -0.07
C 1.23 -0.10 -0.12 -0.53
C -3.26 -0.29 0.12 -0.22
C -1.87 -0.87 0.09 -0.40
N 1.96 -1.19 -0.18 0.05
N 1.98 0.98 0.23 0.00
Si -0.52 0.25 -0.71 0.82
H 4.07 -1.41 0.22 0.12
H 4.11 1.17 0.49 0.07
H -3.15 0.77 0.08 0.04
H -3.94 -0.64 -0.60 0.05
H -3.77 -0.55 1.06 0.08
H -2.00 -1.95 -0.32 0.10
H -1.64 -1.21 1.16 0.09
H 1.45 1.88 0.09 0.06
H -0.69 1.00 -2.00 -0.06
H -0.43 2.30 0.13 0.02

[2]
12
Properties=species:S:1:pos:R:3:lowdin_charge:R:1 method="wB97M-V/def2-TZVPD" relative_energy_ev=4.6158 multiplicity=1 homo_energy_ha=-0.339 homo_lumo_gap_ev=9.58 total_energy_ev=-11179.3533
C 1.72 0.11 -1.10 -0.40
C -0.14 0.24 0.09 -0.47
C -1.59 -1.13 0.72 -0.18
H 3.17 -0.24 -2.20 0.08
H 2.13 -1.13 -0.63 0.18
H -2.36 -1.85 0.84 0.13
H -2.58 0.23 1.80 0.14
N 2.43 0.58 -2.03 0.04
N 0.77 0.86 -0.46 0.14
N -0.63 -1.07 -0.04 0.19
N -1.69 -0.09 1.58 0.07
O -0.81 0.73 1.08 0.08

[3]
13
Properties=species:S:1:pos:R:3:lowdin_charge:R:1 method="wB97M-V/def2-TZVPD" relative_energy_ev=0.7199 multiplicity=1 homo_energy_ha=-0.340 homo_lumo_gap_ev=9.71 total_energy_ev=-17003.1511
N 1.07 0.69 -0.53 0.05
N 0.27 0.07 0.51 -0.26
C -0.30 -1.22 0.35 -0.09
C -1.65 -0.42 1.26 -0.78
F -2.93 -0.65 0.70 -0.09
I -1.59 -0.85 3.30 0.91
C -0.90 0.77 0.75 -0.27
H 0.63 0.61 -1.47 0.08
H 1.83 0.05 -0.69 0.06
H 0.19 -2.04 0.70 0.05
H -0.75 -1.51 -0.73 0.15
H -1.29 1.24 -0.04 0.09
H -0.85 1.47 1.57 0.10

[4]
26
Properties=species:S:1:pos:R:3:lowdin_charge:R:1 method="wB97M-V/def2-TZVPD" total_charge=+3 multiplicity=6 s_squared=8.78 homo_energy_ha="-0.709 / -0.719" homo_lumo_gap_ev="6.17 / 6.84" total_energy_ev=-48470.9791
O 3.31 0.15 2.37 -0.38
Cr 4.34 -0.61 3.67 1.37
C 3.14 1.48 2.01 -0.04
H 2.20 1.96 2.30 0.11
H 2.34 1.27 0.63 0.22
H 4.04 2.10 2.09 0.12
O 1.64 0.61 -0.36 -0.22
C 1.90 -0.73 -0.11 -0.21
C 0.77 -1.67 -0.44 -0.12
O -0.44 -0.93 -0.26 -0.22
C -1.65 -1.51 -0.73 -0.11
C -2.71 -0.45 -0.59 -0.12
O -2.20 0.77 -1.14 -0.28
C -3.19 1.80 -1.29 0.00
Mg -0.21 0.99 -0.92 1.22
H 2.58 -0.55 1.22 0.20
H 2.84 -1.07 -0.57 0.14
H 0.77 -2.55 0.21 0.16
H 0.82 -2.02 -1.48 0.16
H -1.91 -2.39 -0.13 0.17
H -1.53 -1.81 -1.79 0.16
H -2.96 -0.27 0.47 0.16
H -3.62 -0.74 -1.14 0.17
H -2.68 2.70 -1.65 0.11
H -3.93 1.47 -2.03 0.13
H -3.67 1.99 -0.33 0.12

[5]
17
Properties=species:S:1:pos:R:3:lowdin_charge:R:1 method="wB97M-V/def2-TZVPD" relative_energy_ev=7.6083 multiplicity=1 homo_energy_ha=-0.331 homo_lumo_gap_ev=4.73 total_energy_ev=-9877.5915
C -0.69 -1.26 -0.11 -0.11
N -1.50 -0.21 0.49 0.03
C -0.67 0.62 1.31 -0.09
O -1.27 0.95 -1.64 -0.11
H -1.31 -1.81 -0.82 0.09
H -0.32 -2.04 0.56 0.12
H 0.17 -0.85 -0.62 0.08
H -1.66 0.44 -0.58 0.06
H -0.11 1.39 0.79 0.12
H 0.00 -0.03 1.90 0.09
H -1.33 1.26 1.91 0.10
H 1.83 0.18 -0.05 -0.04
H 2.60 1.08 -1.21 0.03
O 1.76 0.78 -0.85 -0.11
H -1.99 0.92 -2.28 0.03
H 2.53 -1.28 1.49 -0.03
O 1.75 -0.95 1.04 -0.28

[6]
102
Properties=species:S:1:pos:R:3:lowdin_charge:R:1 method="wB97M-V/def2-TZVPD" multiplicity=1 homo_energy_ha=-0.329 homo_lumo_gap_ev=7.51 total_energy_ev=-94553.3988
C 5.55 -5.49 0.84 -0.07
C 6.82 -4.68 0.38 -0.38
O 7.72 -5.59 -0.29 -0.08
C 6.48 -3.49 -0.66 -0.15
N 5.01 -3.32 -0.69 -0.09
C 4.56 -1.93 -0.43 -0.19
C 3.83 -1.73 0.96 -0.16
O 2.39 -1.84 0.90 -0.07
C 2.02 -3.03 0.24 -0.38
N 2.30 -4.17 0.92 0.15
N 2.00 -5.27 0.28 0.04
C 1.45 -5.08 -0.96 -0.51
P 1.07 -6.69 -1.93 0.47
O -0.48 -6.39 -2.57 -0.41
I 1.03 -8.57 -0.36 0.38
N 1.13 -3.93 -1.63 0.05
N 1.43 -2.83 -0.99 0.12
H 5.93 -6.41 1.38 0.09
H 4.88 -5.82 0.01 0.07
H 4.93 -4.91 1.58 0.06
H 7.28 -4.18 1.28 0.13
H 8.54 -5.08 -0.39 0.09
H 7.05 -2.55 -0.43 0.12
H 6.79 -3.83 -1.69 0.12
H 4.59 -3.71 -1.53 0.10
H 5.39 -1.17 -0.46 0.12
H 3.82 -1.59 -1.22 0.12
H 4.04 -0.67 1.28 0.13
H 4.23 -2.38 1.79 0.13
H -0.33 -5.99 -3.44 0.03
C -5.29 -2.98 2.08 -0.03
O -4.27 -2.09 1.61 -0.04
C -3.08 -2.71 1.42 -0.59
O -2.86 -3.87 1.62 0.12
O -2.19 -1.81 0.98 -0.01
C -0.89 -2.36 0.75 -0.04
H -6.20 -2.39 2.19 0.10
H -5.47 -3.77 1.36 0.10
H -5.02 -3.39 3.05 0.10
H -0.94 -3.14 -0.02 0.09
H -0.47 -2.75 1.68 0.10
H -0.25 -1.56 0.39 0.09
C -3.45 0.27 2.60 -0.03
O -2.98 1.31 3.48 0.02
C -2.72 2.47 2.87 -0.60
O -2.84 2.69 1.69 0.12
O -2.30 3.34 3.79 0.01
C -1.98 4.63 3.27 -0.04
H -3.63 -0.61 3.20 0.10
H -4.38 0.56 2.12 0.11
H -2.70 0.04 1.86 0.08
H -2.86 5.09 2.82 0.10
H -1.17 4.56 2.55 0.09
H -1.66 5.25 4.11 0.09
C 5.03 -1.37 -4.45 -0.04
O 5.59 -0.37 -3.61 -0.01
C 5.92 0.76 -4.25 -0.61
O 5.78 0.97 -5.42 0.13
O 6.42 1.61 -3.35 0.00
C 6.82 2.87 -3.89 -0.04
H 4.81 -2.24 -3.83 0.08
H 4.11 -1.03 -4.91 0.10
H 5.75 -1.68 -5.22 0.10
H 5.96 3.39 -4.33 0.10
H 7.61 2.74 -4.63 0.10
H 7.21 3.48 -3.07 0.09
C -1.77 8.91 -1.61 -0.04
O -1.81 7.56 -2.07 0.00
C -2.16 6.67 -1.14 -0.62
O -2.42 6.92 0.01 0.12
O -2.15 5.46 -1.70 0.00
C -2.51 4.41 -0.80 -0.05
H -1.47 9.54 -2.45 0.09
H -2.75 9.23 -1.27 0.09
H -1.03 9.03 -0.82 0.10
H -3.53 4.55 -0.43 0.10
H -1.81 4.34 0.02 0.08
H -2.48 3.47 -1.36 0.10
C -2.00 -8.58 6.33 -0.05
O -1.18 -8.22 5.23 0.00
C -1.65 -7.20 4.50 -0.61
O -2.67 -6.60 4.71 0.13
O -0.79 -6.97 3.51 0.00
C -1.17 -5.89 2.64 -0.06
H -1.52 -9.41 6.84 0.09
H -2.09 -7.75 7.03 0.10
H -2.99 -8.90 5.99 0.10
H -1.23 -4.96 3.20 0.09
H -2.12 -6.11 2.16 0.09
H -0.40 -5.79 1.88 0.07
C -6.39 7.99 -3.38 -0.04
O -7.16 9.17 -3.14 0.00
C -6.43 10.22 -2.76 -0.61
O -5.24 10.24 -2.61 0.12
O -7.27 11.25 -2.57 0.00
C -6.62 12.45 -2.15 -0.05
H -7.08 7.20 -3.68 0.09
H -5.67 8.15 -4.18 0.10
H -5.88 7.67 -2.47 0.10
H -5.91 12.79 -2.91 0.10
H -6.12 12.31 -1.19 0.10
H -7.39 13.22 -2.03 0.09

[7]
83
Properties=species:S:1:pos:R:3:lowdin_charge:R:1 method="wB97M-V/def2-TZVPD" total_charge=+2 relative_energy_ev=0.4001 multiplicity=6 s_squared=8.78 homo_energy_ha="-0.438 / -0.463" homo_lumo_gap_ev="6.12 / 4.03" total_energy_ev=-76833.3771
Ir 1.31 -0.08 -1.98 1.44
Cl 7.10 4.19 -2.14 0.86
C 5.96 2.96 -1.90 -0.62
C 6.39 1.63 -1.87 -0.12
C 5.45 0.64 -1.67 -0.54
Cl 5.95 -0.99 -1.65 0.84
C 4.06 0.93 -1.47 -0.33
O 3.23 -0.03 -1.22 -0.30
C 3.64 2.32 -1.51 -0.15
C 2.29 2.67 -1.32 -0.19
O 1.32 1.82 -1.09 -0.34
C 4.61 3.30 -1.72 0.00
H 7.43 1.38 -2.01 0.12
H 2.02 3.73 -1.35 0.14
H 4.31 4.34 -1.73 0.13
C 4.04 0.71 3.28 -0.12
C 2.54 0.90 3.46 -0.66
C 2.13 2.36 3.36 -0.11
C 2.04 0.27 4.74 -0.09
Sb 1.60 -0.10 1.61 1.79
C 2.23 -2.35 1.59 -0.65
C 1.21 -3.07 0.72 -0.11
C 3.61 -2.37 0.98 -0.12
C 2.21 -2.84 3.02 -0.10
C -0.68 0.18 1.76 -0.66
C -1.35 -0.89 0.91 -0.12
C -0.96 1.57 1.21 -0.11
C -1.10 0.06 3.21 -0.10
H 4.57 1.26 4.06 0.10
H 4.38 1.10 2.31 0.08
H 4.32 -0.34 3.36 0.07
H 2.64 2.93 4.14 0.10
H 1.06 2.49 3.51 0.07
H 2.41 2.80 2.40 0.08
H 2.50 0.80 5.58 0.11
H 2.33 -0.78 4.83 0.07
H 0.97 0.35 4.86 0.06
H 1.08 -2.57 -0.24 0.04
H 0.25 -3.16 1.22 0.07
H 1.59 -4.08 0.52 0.11
H 3.59 -2.02 -0.05 0.04
H 3.97 -3.41 0.97 0.11
H 4.33 -1.78 1.54 0.07
H 1.24 -2.70 3.50 0.08
H 2.99 -2.37 3.62 0.07
H 2.41 -3.92 3.01 0.11
H -0.87 -0.99 -0.07 0.03
H -2.39 -0.61 0.74 0.10
H -1.34 -1.86 1.40 0.08
H -0.64 1.67 0.18 0.04
H -0.46 2.34 1.79 0.08
H -2.04 1.76 1.26 0.10
H -0.82 -0.89 3.65 0.08
H -2.19 0.14 3.27 0.11
H -0.69 0.87 3.82 0.07
N -5.66 -1.19 -2.41 0.18
C -6.95 -0.73 -2.27 -0.18
C -8.17 -1.38 -2.11 -0.01
C -9.28 -0.57 -1.97 -0.06
C -9.18 0.84 -1.97 -0.06
C -7.97 1.48 -2.10 0.00
C -6.83 0.68 -2.24 -0.21
N -5.52 1.04 -2.34 0.20
C -4.84 -0.09 -2.46 -0.28
C -3.41 -0.12 -2.60 -0.09
C -2.68 -1.28 -2.88 0.03
C -1.31 -1.23 -2.93 -0.11
N -0.61 -0.10 -2.73 -0.15
C -1.32 1.05 -2.55 -0.11
C -2.68 1.07 -2.47 0.03
H -5.39 -2.15 -2.50 0.16
H -8.25 -2.45 -2.09 0.12
H -10.25 -1.03 -1.85 0.11
H -10.08 1.42 -1.85 0.11
H -7.89 2.56 -2.13 0.12
H -3.17 -2.23 -3.07 0.12
H -0.74 -2.12 -3.17 0.11
H -0.75 1.96 -2.47 0.11
H -3.21 2.00 -2.32 0.13
C 2.00 -1.71 -3.08 -0.22
H 1.91 -1.46 -4.14 0.02
H 1.41 -2.61 -2.87 0.01
H 3.04 -1.92 -2.86 0.01

[8]
22
Properties=species:S:1:pos:R:3:lowdin_charge:R:1 method="wB97M-V/def2-TZVPD" relative_energy_ev=5.2485 multiplicity=1 homo_energy_ha=-0.367 homo_lumo_gap_ev=9.38 total_energy_ev=-17549.4814
C 0.64 -1.91 0.99 -0.03
N 1.81 -1.74 0.55 0.03
O 1.97 -0.39 0.19 -0.06
C 3.22 -0.11 -0.30 -0.54
C 3.29 1.35 -0.66 0.01
O 4.10 -0.90 -0.42 0.12
H 0.38 -2.91 1.30 0.09
H -0.10 -1.11 1.05 0.07
H 3.56 1.44 -1.72 0.09
H 2.35 1.87 -0.45 0.07
H 4.10 1.82 -0.09 0.09
C -1.59 1.99 0.83 -0.06
O -1.84 0.66 0.37 -0.17
N -2.94 0.62 -0.40 0.06
C -3.23 -0.54 -0.85 -0.09
C -2.52 -1.83 -0.63 -0.19
O -1.52 -2.00 0.03 0.01
H -0.59 2.30 0.48 0.09
H -2.36 2.67 0.44 0.08
H -1.60 1.99 1.93 0.09
H -4.12 -0.58 -1.48 0.11
H -3.01 -2.69 -1.15 0.12